(1)
Computed, not measured: a 2-piece molecular cluster, C6H8F2SSi overall, with ωB97M-V with the def2-TZVPD basis set.

## Properties
Orbital gap (spin up / spin down) = 8.60 / 6.89 eV
Total energy = -30498.73565 eV
Relative energy (zero: lowest compared OMol25 entry of this formula, charge and spin) = 4.152 eV

Atoms and positions in Å:
C  1.57  -1.00  1.07
C  2.40  -2.10  1.05
C  2.83  -0.48  -0.80
C  1.83  -0.07  0.00
C  -3.60  0.67  -0.25
C  -2.39  0.24  -0.87
F  0.73  2.13  1.44
F  1.68  2.78  -0.74
Si  0.85  1.53  -0.10
S  3.47  -2.03  -0.30
H  0.72  -0.86  1.78
H  2.60  -2.81  1.84
H  2.88  -0.16  -1.80
H  -4.04  1.57  -0.61
H  -4.21  -0.25  -0.37
H  -3.60  0.80  0.78
H  -1.73  0.79  -1.66
H  -1.99  -0.73  -0.43

(2)
Computed, not measured: C6H8F9NO4PS2 as an isolated structure, with ωB97M-V with the def2-TZVPD basis set.

## Properties
Orbital gap = 8.24 eV
Total energy = -71443.95693 eV
Charge = -1

Atoms and positions in Å:
F  -0.52  -0.82  3.05
C  0.01  0.28  2.60
F  -0.63  1.36  2.91
C  1.15  0.23  1.88
F  1.06  0.64  0.60
C  2.46  -0.25  2.38
C  3.06  0.61  3.50
P  3.75  2.31  2.93
H  3.19  -0.42  1.59
H  2.29  -1.25  2.81
H  2.37  0.75  4.34
H  3.91  0.04  3.91
H  3.00  3.00  3.94
H  3.20  2.10  1.63
H  5.07  1.91  3.32
H  4.28  3.61  2.51
C  -3.01  -3.17  -4.11
F  -3.26  -3.83  -5.25
F  -4.03  -3.42  -3.27
F  -1.91  -3.72  -3.56
S  -2.79  -1.37  -4.40
O  -4.04  -0.94  -4.95
O  -1.66  -1.29  -5.29
N  -2.51  -0.97  -2.89
S  -2.23  0.57  -2.62
O  -3.36  1.45  -2.77
O  -0.97  1.07  -3.09
C  -2.02  0.42  -0.80
F  -1.00  -0.41  -0.48
F  -3.12  -0.08  -0.20
F  -1.76  1.60  -0.23

(3)
Computed, not measured: one molecule with the formula C6H8FN, with ωB97M-V with the def2-TZVPD basis set.

## Properties
Orbital gap = 10.01 eV
Total energy = -10555.30893 eV
Relative energy (zero: lowest compared OMol25 entry of this formula, charge and spin) = 3.749 eV

Atoms and positions in Å:
C  1.51  -1.33  -0.03
C  -0.55  0.04  -0.95
C  0.32  1.34  -0.61
C  0.24  1.32  0.69
C  -0.58  0.01  0.89
C  -1.71  0.17  -0.04
H  1.98  -0.38  -0.01
H  1.64  -1.99  -0.88
H  1.76  -1.86  1.00
H  -0.84  -0.08  -1.97
H  0.81  1.91  -1.43
H  0.82  1.76  1.48
H  -0.63  -0.35  1.93
H  -2.10  1.18  -0.02
N  -0.01  -0.99  -0.07
F  -2.65  -0.74  0.03

(4)
Computed, not measured: C6H8GdLiO6 as an isolated structure, with ωB97M-V with the def2-TZVPD basis set.

## Properties
Orbital gap (spin up / spin down) = 5.52 / 8.62 eV
Total energy = -39659.35802 eV
Relative energy (zero: lowest compared OMol25 entry of this formula, charge and spin) = 0.000 eV
Charge = +2
Spin multiplicity = 8

Atoms and positions in Å:
O  0.93  -1.32  0.07
C  1.42  0.03  -0.28
C  1.37  -2.27  -0.91
O  1.88  0.67  0.67
O  2.22  -0.16  -1.35
C  1.93  -1.39  -2.02
H  0.55  -2.90  -1.28
H  2.12  -2.91  -0.43
H  1.17  -1.20  -2.79
H  2.86  -1.77  -2.46
Gd  -1.14  -1.37  0.92
O  -1.30  -0.25  -0.92
O  -0.90  1.86  -0.37
C  -2.07  1.86  0.48
C  -1.65  1.47  1.90
O  -0.86  0.32  1.96
C  -0.50  0.71  -0.89
H  -2.45  2.89  0.46
H  -2.83  1.17  0.09
H  -2.55  1.41  2.54
H  -1.14  2.36  2.32
Li  0.92  0.80  2.29

(5)
Computed, not measured: a 2-piece molecular cluster, C6H8I2O6 overall, with ωB97M-V with the def2-TZVPD basis set.

## Properties
Orbital gap = 8.00 eV
Total energy = -34836.21023 eV
Relative energy (zero: lowest compared OMol25 entry of this formula, charge and spin) = 0.446 eV
SMILES string = OC[C@H](O)[C@@H](I)/C(O)=C(\O)I.O=C=O

Atoms and positions in Å:
O  0.36  2.51  0.67
C  0.70  1.26  0.01
C  -0.46  0.21  0.14
O  -1.12  0.42  1.33
C  0.10  -1.21  -0.06
I  1.49  -1.67  1.66
C  -0.90  -2.24  -0.21
O  -2.26  -1.90  0.03
C  -0.63  -3.49  -0.70
O  0.58  -3.95  -0.90
I  -2.29  -4.80  -0.72
H  1.18  2.81  0.96
H  1.58  0.60  0.27
H  0.76  1.42  -1.15
H  -1.15  0.47  -0.70
H  -0.97  1.44  1.47
H  0.83  -1.25  -0.74
H  -2.39  -1.07  0.42
H  0.55  -4.89  -0.97
O  0.67  -0.30  -4.06
C  0.29  -1.36  -3.90
O  -0.15  -2.42  -3.77

(6)
Computed, not measured: one molecule with the formula C6H8IN3, with ωB97M-V with the def2-TZVPD basis set.

## Properties
Orbital gap (spin up / spin down) = 7.42 / 6.66 eV
Total energy = -18917.74003 eV
Relative energy (zero: lowest compared OMol25 entry of this formula, charge and spin) = 0.000 eV
Spin multiplicity = 3

Atoms and positions in Å:
C  -1.17  -1.56  0.70
C  -0.49  1.53  0.02
C  0.20  -1.87  0.27
C  0.97  1.59  0.02
C  -0.86  0.23  -0.60
C  0.60  -0.62  -0.55
N  -1.73  -0.49  0.30
N  -1.30  2.35  0.46
N  1.41  0.25  0.28
I  3.47  -0.23  0.02
H  -1.78  -2.28  1.37
H  0.84  -1.94  1.09
H  0.32  -2.77  -0.30
H  1.16  1.82  -1.03
H  1.12  2.30  0.71
H  -1.47  0.39  -1.58
H  0.96  -0.83  -1.53
H  -2.24  2.12  0.36

(7)
Computed, not measured: C6H8KN2O8S2 as an isolated structure, with ωB97M-V with the def2-TZVPD basis set.

## Properties
Orbital gap = 2.27 eV
Total energy = -63704.08817 eV
Relative energy (zero: lowest compared OMol25 entry of this formula, charge and spin) = 0.000 eV
Charge = -3

Atoms and positions in Å:
K  -0.17  -0.21  0.04
S  -0.58  -3.31  1.42
O  -0.22  -3.74  2.80
O  -0.86  -4.47  0.56
O  -1.72  -2.38  1.47
O  0.67  -2.63  0.92
S  0.81  0.52  3.29
O  0.50  -0.62  4.15
O  1.84  0.06  2.30
O  -0.39  0.88  2.50
O  1.21  1.68  4.13
C  -4.58  0.06  -2.43
C  -3.56  0.28  -1.40
N  -2.76  0.44  -0.60
H  -5.32  -0.59  -1.95
H  -4.20  -0.49  -3.29
H  -5.05  0.99  -2.73
N  2.57  1.32  0.01
C  2.38  2.44  -0.73
C  2.25  2.07  -2.06
C  2.45  0.68  -2.11
C  2.60  0.22  -0.81
H  2.63  1.24  1.03
H  2.34  3.42  -0.29
H  1.96  2.77  -2.84
H  2.47  0.11  -3.03
H  2.76  -0.75  -0.36

(8)
Computed, not measured: C6H8LiNaO3 as an isolated structure, with ωB97M-V with the def2-TZVPD basis set.

## Properties
Orbital gap (spin up / spin down) = 3.55 / 5.49 eV
Total energy = -17113.27664 eV
Relative energy (zero: lowest compared OMol25 entry of this formula, charge and spin) = 0.000 eV
Charge = -1
Spin multiplicity = 2

Atoms and positions in Å:
C  4.28  -0.55  0.41
C  4.30  0.83  0.14
O  3.21  1.52  -0.03
H  3.84  -0.81  1.39
H  5.14  -1.14  0.09
H  5.23  1.24  -0.32
O  2.24  -1.18  -0.45
Li  1.63  0.61  -0.43
C  1.39  -1.95  0.37
C  0.02  -2.06  -0.24
C  -0.96  -1.09  -0.01
C  -2.12  -0.88  -0.76
O  -3.02  0.01  -0.51
Na  -5.00  0.96  0.56
H  1.31  -1.46  1.36
H  1.82  -2.96  0.53
H  -0.13  -2.76  -1.07
H  -0.83  -0.42  0.86
H  -2.30  -1.57  -1.62

(9)
Computed, not measured: C6H8LiO6Sc as an isolated structure, with ωB97M-V with the def2-TZVPD basis set.

## Properties
Orbital gap = 6.64 eV
Total energy = -39526.16741 eV
Relative energy (zero: lowest compared OMol25 entry of this formula, charge and spin) = 1.230 eV
Charge = +2

Atoms and positions in Å:
O  -1.33  0.17  0.58
C  -1.52  -0.40  -0.68
C  -2.21  1.31  0.75
O  -1.32  -1.59  -0.81
O  -2.53  0.21  -1.27
C  -2.87  1.44  -0.62
H  -1.63  2.21  1.02
H  -2.90  1.05  1.56
H  -2.43  2.26  -1.20
H  -3.95  1.52  -0.57
Sc  0.62  0.11  1.46
O  1.05  1.56  0.18
O  2.02  0.49  -1.49
C  2.98  -0.11  -0.59
C  2.51  -1.48  -0.10
O  1.31  -1.47  0.62
C  1.02  1.27  -1.05
H  3.89  -0.24  -1.18
H  3.19  0.55  0.26
H  3.32  -1.95  0.48
H  2.47  -2.12  -1.00
Li  0.04  -2.66  0.01

(10)
Computed, not measured: an isolated ion of composition C6H8N and charge +1, with ωB97M-V with the def2-TZVPD basis set.

## Properties
Orbital gap (spin up / spin down) = 4.74 / 8.59 eV
Total energy = -7828.16231 eV
Relative energy (zero: lowest compared OMol25 entry of this formula, charge and spin) = 7.526 eV
Charge = +1

Atoms and positions in Å:
C  -0.24  -0.78  -1.84
C  0.58  0.34  -1.21
C  -2.12  -1.27  -0.38
C  1.04  0.53  1.33
C  0.86  0.52  0.14
C  1.41  0.87  2.62
N  -1.69  -0.63  -1.40
H  -0.15  -0.67  -2.94
H  0.01  -1.86  -1.44
H  0.97  1.10  -1.86
H  -3.08  -1.25  0.00
H  0.62  1.60  2.91
H  2.40  1.46  2.70
H  1.61  0.13  3.47
H  -2.22  -0.10  -2.09

(11)
Computed, not measured: an isolated ion of composition C6H8N and charge +1, with ωB97M-V with the def2-TZVPD basis set.

## Properties
Orbital gap (spin up / spin down) = 6.69 / 6.68 eV
Total energy = -7828.68561 eV
Relative energy (zero: lowest compared OMol25 entry of this formula, charge and spin) = 7.003 eV
Charge = +1

Atoms and positions in Å:
C  0.86  1.05  -2.18
C  -0.09  1.06  -1.35
C  -0.54  0.37  1.37
C  -1.48  1.25  0.73
C  0.38  -1.90  0.52
C  0.31  -0.65  1.41
N  -1.12  1.13  -0.70
H  1.36  0.11  -2.55
H  -2.44  0.77  0.71
H  -1.36  2.38  0.84
H  -0.48  -2.20  -0.01
H  0.59  -2.81  1.19
H  1.41  -1.71  0.17
H  1.06  -0.76  2.20
H  1.54  1.92  -2.36

(12)
Computed, not measured: an isolated ion of composition C6H8N and charge +1, with ωB97M-V with the def2-TZVPD basis set.

## Properties
Orbital gap (spin up / spin down) = 8.51 / 8.51 eV
Total energy = -7831.72391 eV
Relative energy (zero: lowest compared OMol25 entry of this formula, charge and spin) = 3.964 eV
SMILES string = C=[N+]1C=CC=CC1
Charge = +1

Atoms and positions in Å:
C  2.01  0.30  0.42
N  0.85  -0.03  -0.02
C  0.55  -1.46  -0.28
C  -0.85  -1.55  -0.19
C  -1.84  -0.47  0.27
C  -1.64  0.88  0.19
C  -0.18  0.96  -0.42
H  2.76  -0.50  0.51
H  2.27  1.30  0.73
H  1.22  -2.30  -0.55
H  -1.29  -2.53  -0.17
H  -2.82  -0.94  0.69
H  -2.12  1.77  0.19
H  -0.41  0.70  -1.49
H  0.11  2.03  -0.32

(13)
Computed, not measured: one molecule with the formula C6H8N2, with ωB97M-V with the def2-TZVPD basis set.

## Properties
Orbital gap = 10.11 eV
Total energy = -9329.23659 eV
Relative energy (zero: lowest compared OMol25 entry of this formula, charge and spin) = 2.471 eV
SMILES string = [H]/N=C(\C=C)[C@H]1N=C1C

Atoms and positions in Å:
H  2.85  0.39  -0.79
N  2.26  -0.43  -0.63
C  1.22  -0.19  0.04
C  0.80  1.11  0.60
C  1.10  2.27  0.05
C  0.32  -1.34  0.29
N  -0.62  -1.32  1.46
C  -1.14  -1.15  0.34
C  -2.33  -0.94  -0.47
H  0.23  1.06  1.52
H  1.65  2.33  -0.88
H  0.80  3.20  0.49
H  0.73  -2.30  0.00
H  -3.13  -0.55  0.15
H  -2.12  -0.26  -1.29
H  -2.64  -1.90  -0.89

(14)
Computed, not measured: C6H8N2 as an isolated structure, with ωB97M-V with the def2-TZVPD basis set.

## Properties
Orbital gap = 8.35 eV
Total energy = -9317.97723 eV
Relative energy (zero: lowest compared OMol25 entry of this formula, charge and spin) = 13.730 eV

Atoms and positions in Å:
C  -1.50  1.33  0.55
C  -1.05  -1.52  0.02
C  0.37  -0.97  0.22
C  1.18  -0.30  -0.50
C  2.50  0.15  -0.22
C  3.75  0.18  0.03
H  -2.77  1.03  1.59
H  -1.47  2.56  -0.25
H  -0.15  0.68  1.34
H  -2.29  0.96  -1.67
H  -1.39  -2.58  0.61
H  0.72  -1.41  0.98
H  0.67  0.10  -1.45
H  4.90  0.07  -0.19
N  -1.51  0.56  -0.65
N  -1.95  -0.84  -0.42

(15)
Computed, not measured: C6H8N2 as an isolated structure, with ωB97M-V with the def2-TZVPD basis set.

## Properties
Orbital gap = 9.03 eV
Total energy = -9327.66676 eV
Relative energy (zero: lowest compared OMol25 entry of this formula, charge and spin) = 4.041 eV

Atoms and positions in Å:
C  -0.15  1.77  -1.49
C  -0.83  0.94  -0.49
C  -2.13  0.92  -0.40
C  0.04  0.07  0.28
C  0.61  -1.58  1.33
C  1.58  -1.38  0.55
H  0.75  2.23  -0.70
H  0.26  1.09  -2.13
H  -0.74  2.63  -1.77
H  -3.05  0.30  0.12
H  -2.77  1.50  -0.96
H  0.52  -2.24  2.23
H  2.32  -2.25  0.04
H  1.75  -0.17  -1.22
N  -0.43  -0.84  1.06
N  1.33  -0.23  -0.24

(16)
Computed, not measured: a 2-piece molecular cluster, C6H8N2 overall, with ωB97M-V with the def2-TZVPD basis set.

## Properties
Orbital gap (spin up / spin down) = 2.70 / 9.63 eV
Total energy = -9323.63833 eV
Relative energy (zero: lowest compared OMol25 entry of this formula, charge and spin) = 8.069 eV
SMILES string = [H]/N=C\C(C#C)=N\[H].C=C

Atoms and positions in Å:
H  2.13  -0.32  -2.10
N  2.51  -0.34  -1.16
C  1.63  -0.57  -0.29
C  0.17  -0.75  -0.59
C  -0.59  -1.26  0.54
C  -1.21  -1.90  1.36
N  -0.20  -0.85  -1.81
H  -1.10  -1.31  -1.94
H  1.90  -0.52  0.76
H  -1.76  -2.36  2.14
C  -0.23  1.83  -0.05
C  -0.90  1.45  1.05
H  -0.75  2.08  -0.96
H  0.81  2.13  0.01
H  -1.97  1.33  1.04
H  -0.42  1.34  2.00

(17)
Computed, not measured: C6H8N2NiO5 as an isolated structure, with ωB97M-V with the def2-TZVPD basis set.

## Properties
Orbital gap (spin up / spin down) = 6.32 / 5.11 eV
Total energy = -60589.85397 eV
Relative energy (zero: lowest compared OMol25 entry of this formula, charge and spin) = 2.353 eV
Charge = +2
Spin multiplicity = 3

Atoms and positions in Å:
Ni  -0.08  1.02  -1.42
C  -0.08  2.54  -0.57
O  -0.28  3.49  0.06
C  0.20  2.23  -2.70
O  0.26  2.76  -3.73
C  -1.84  0.88  -1.66
O  -2.84  0.43  -2.05
C  1.56  0.80  -2.12
O  2.49  0.52  -2.77
H  -0.18  -1.17  -2.28
H  -0.15  -0.78  -2.93
C  -1.01  -2.41  2.16
N  0.06  -1.49  2.49
C  0.36  -0.47  1.63
N  1.40  0.39  1.92
O  -0.41  -0.30  0.66
H  -1.44  -2.20  1.17
H  -1.82  -2.32  2.89
H  -0.65  -3.44  2.20
H  0.67  -1.69  3.27
H  1.67  1.07  1.22
H  2.11  0.12  2.59

(18)
Computed, not measured: one molecule with the formula C6H8N2O, with ωB97M-V with the def2-TZVPD basis set.

## Properties
Orbital gap = 8.17 eV
Total energy = -11375.29723 eV
Relative energy (zero: lowest compared OMol25 entry of this formula, charge and spin) = 4.050 eV
SMILES string = CN1NC=C/C1=C/C=O

Atoms and positions in Å:
C  0.07  1.94  0.27
N  0.71  0.69  -0.35
N  2.11  0.58  -0.04
C  2.42  -0.71  0.01
C  1.28  -1.47  0.20
C  0.18  -0.58  0.00
C  -1.10  -0.93  -0.07
C  -2.23  0.03  -0.20
O  -3.35  -0.29  0.08
H  -0.84  1.53  0.69
H  -0.24  2.68  -0.45
H  0.61  2.56  1.14
H  2.85  1.08  -0.74
H  3.43  -0.99  0.12
H  1.33  -2.52  0.32
H  -1.61  -1.88  0.08
H  -2.23  1.31  -0.39

(19)
Computed, not measured: one molecule with the formula C6H8N2O, with ωB97M-V with the def2-TZVPD basis set.

## Properties
Orbital gap = 9.31 eV
Total energy = -11373.68037 eV
Relative energy (zero: lowest compared OMol25 entry of this formula, charge and spin) = 5.666 eV
SMILES string = C1=NC[C@H]2[C@H]3O[C@H]3CN12

Atoms and positions in Å:
C  -1.65  -0.84  0.29
N  -1.29  -1.24  1.59
C  -0.20  -0.23  2.07
C  0.18  0.43  0.66
C  1.50  -0.26  -0.06
O  0.95  -1.04  -1.12
C  0.95  0.33  -1.53
C  -0.47  0.69  -1.55
N  -1.07  0.26  -0.27
H  -2.15  -1.48  -0.49
H  0.88  -0.91  2.31
H  -0.57  0.45  2.85
H  0.29  1.47  0.88
H  2.46  -0.34  0.45
H  1.76  0.76  -2.20
H  -1.05  0.17  -2.22
H  -0.54  1.79  -1.67

(20)
Computed, not measured: one molecule with the formula C6H8N2O, with ωB97M-V with the def2-TZVPD basis set.

## Properties
Orbital gap = 8.69 eV
Total energy = -11374.42276 eV
Relative energy (zero: lowest compared OMol25 entry of this formula, charge and spin) = 4.924 eV
SMILES string = [H]/N=C\N/C=C1\C=CCO1

Atoms and positions in Å:
H  -3.08  -1.91  0.35
N  -3.61  -0.94  -0.27
C  -3.11  0.23  -0.20
N  -1.83  0.78  0.08
C  -0.87  -0.25  0.55
C  0.40  -0.11  0.08
C  1.30  1.00  -0.15
C  2.54  0.69  0.02
C  2.70  -0.87  -0.11
O  1.29  -1.29  -0.05
H  -3.77  1.18  -0.40
H  -1.49  1.65  0.55
H  -1.27  -1.28  0.65
H  1.03  2.16  -0.31
H  3.26  1.49  -0.17
H  3.09  -1.20  -1.12
H  3.41  -1.34  0.52